Density functional theory data (wB97M-V/def2-TZVPD) for a molecular structure, C21H27Cl3CuO8SSi at a distorted geometry.

Geometry as XYZ:
```
62
Properties=species:S:1:pos:R:3:lowdin_spin:R:1
Cu 0.02 0.17 0.28 0.551
C 6.75 -0.12 0.04 0.000
O 6.40 -0.14 1.39 0.000
C 5.05 -0.03 1.69 0.001
C 4.73 -0.02 3.05 0.001
C 3.41 0.10 3.43 0.000
C 2.38 0.26 2.50 0.001
C 0.99 0.39 2.91 0.001
C 0.55 -0.33 4.16 0.001
O 0.15 1.01 2.25 0.003
C 2.69 0.25 1.11 0.007
O 1.86 0.38 0.14 0.050
C 4.06 0.09 0.75 0.003
H 7.84 -0.18 0.01 0.000
H 6.43 0.81 -0.45 0.000
H 6.32 -0.97 -0.51 0.000
H 5.52 -0.12 3.78 0.000
H 3.18 0.13 4.48 0.000
H 1.23 -0.19 5.00 0.000
H 0.51 -1.39 3.90 0.001
H -0.45 0.01 4.43 0.000
H 4.27 0.09 -0.31 0.000
O -2.39 -0.30 -5.22 0.001
C -1.05 -0.19 -5.34 0.002
C -0.51 0.17 -6.57 0.000
C 0.86 0.32 -6.71 0.002
C 1.71 0.09 -5.64 0.000
C 1.19 -0.32 -4.42 0.002
C -0.19 -0.46 -4.25 0.000
C -0.77 -0.91 -2.99 0.009
O -1.99 -0.79 -2.75 0.006
O 0.07 -1.49 -2.17 0.028
H -2.55 -0.51 -4.26 0.000
H -1.19 0.34 -7.39 0.000
H 1.26 0.62 -7.68 0.000
H 2.77 0.23 -5.75 0.000
H 1.84 -0.51 -3.58 0.000
C 1.27 3.22 -1.35 0.000
C -0.04 2.50 -1.70 0.001
C -1.05 3.48 -2.34 0.001
O -0.60 1.95 -0.57 0.012
H 1.74 3.64 -2.24 0.000
H 1.94 2.51 -0.88 0.000
H 1.07 4.02 -0.63 0.000
H 0.19 1.72 -2.45 0.000
H -1.34 4.23 -1.60 0.000
H -1.93 2.93 -2.65 0.000
H -0.61 3.98 -3.21 0.000
C -4.14 0.13 -0.90 0.008
S -2.43 0.90 -0.76 0.004
C -3.09 2.25 0.33 0.000
O -1.87 -0.09 0.21 0.060
H -4.79 0.84 -1.42 0.001
H -4.54 -0.14 0.07 0.000
H -4.01 -0.76 -1.50 0.000
H -3.66 2.95 -0.28 0.000
H -2.23 2.72 0.76 0.000
H -3.71 1.81 1.10 0.000
Cl 0.26 -2.95 1.96 0.050
Si 0.01 -2.06 -0.56 0.126
Cl -1.65 -3.28 -0.71 0.031
Cl 1.56 -3.39 -1.01 0.034
```

As for the spin multiplicity: 2. Its frontier orbital gap (alpha / beta) is 5.004 / 5.912 eV. The expectation value of S² is 0.758. As for the charge: -2. The calculation puts the electronic energy at -5127.27566 hartree.